(1)
Below is a cluster of 4 separate species, C21H53N3O7 in total in a non-equilibrium geometry, with properties calculated with the ωB97M-V functional and the def2-TZVPD basis.

Results
Charge: +1
<S²>: 0.75
HOMO (alpha / beta) in eV: -10.2 / -10.2
Calculated total energy in hartree: -1522.30575
Spin multiplicity: 2

Geometry (Å):
O -27.5905 -2.4050 4.5303
O -29.8109 7.6668 0.9228
O -32.0314 1.7058 3.0356
O -23.9010 5.9979 3.8211
O -25.7721 4.2152 15.8818
O -27.3595 1.2270 4.3681
O -26.3438 3.4065 9.4438
N -27.2874 6.7454 2.2468
N -29.4409 -0.7553 3.1291
N -26.1477 3.3665 12.2427
C -26.4915 3.8928 14.6467
C -22.6398 6.0056 3.2585
C -26.7186 4.3644 16.9952
C -26.3490 6.4950 3.3714
C -27.3791 3.3930 5.5644
C -29.7228 -2.0204 3.7792
C -26.4867 -1.8489 5.2101
C -28.6358 2.9760 3.3455
C -25.4692 2.3533 11.3920
C -26.3676 2.2038 10.1855
C -27.3471 7.9748 1.6011
C -25.1947 3.5680 8.6447
C -30.4674 -0.1471 2.4004
C -28.2264 2.3540 4.6733
C -28.5267 8.0081 0.5699
C -30.4433 8.4930 1.8467
C -28.8627 -2.2343 5.0433
C -25.4990 3.6538 13.5087
C -24.8969 6.1954 2.7838
C -33.4355 1.8406 3.2572
C -31.7750 0.2855 3.1344
H -26.1321 4.2405 11.7367
H -27.9716 0.6060 3.9664
H -29.2929 2.3303 2.7630
H -29.3041 3.8088 3.5642
H -25.6458 -1.6861 4.5359
H -30.1501 8.1553 2.8407
H -28.5136 9.0083 0.1368
H -29.1005 2.0966 5.2713
H -28.1663 6.4406 2.6404
H -30.8323 -0.7971 1.6051
H -25.2832 4.4904 8.0707
H -27.7331 4.6441 16.7113
H -29.0097 -1.2908 5.5688
H -31.6445 0.1747 4.2109
H -26.6868 5.6474 3.9676
H -33.6083 1.3003 4.1880
H -24.5207 2.7313 11.0105
H -24.9125 4.5701 13.4417
H -26.4420 7.3253 4.0715
H -26.0818 1.4074 9.4984
H -27.2555 2.9834 6.5669
H -27.0620 4.7962 14.4309
H -27.3935 1.9754 10.4746
H -27.6975 4.4354 5.5735
H -34.0289 1.4127 2.4492
H -28.2626 7.3668 -0.2710
H -26.7936 -0.9136 5.6781
H -22.2693 7.0030 3.0222
H -31.5239 8.3586 1.7985
H -29.2153 -3.0605 5.6607
H -30.0411 0.7307 1.9148
H -24.2710 3.6981 9.2087
H -26.7483 3.4282 17.5526
H -29.6194 -2.8672 3.1008
H -22.6571 5.4289 2.3337
H -32.6163 -0.3479 2.8532
H -24.5124 6.9419 2.0889
H -24.9114 2.7779 13.7836
H -28.8779 -1.0446 2.3420
H -26.4465 8.2368 1.0458
H -26.2663 -2.6121 5.9565
H -33.7357 2.8884 3.2605
H -27.2104 3.0798 14.7484
H -27.8965 3.1826 2.5717
H -30.2873 9.5632 1.7114
H -25.4061 1.3830 11.8847
H -26.3352 3.4839 5.2642
H -25.1762 2.7913 7.8802
H -30.7306 -2.1553 4.1720
H -21.9473 5.5259 3.9502
H -24.8737 5.3525 2.0930
H -26.2387 5.0716 17.6718
H -27.7389 8.7496 2.2600

---

(2)
Below is the molecule C4H10N2O in a non-equilibrium geometry, with properties calculated with the ωB97M-V functional and the def2-TZVPD basis.

Results
Structure (SMILES): CC(C)/C(O)=N/N
HOMO in eV: -8.8
ΔE to the lowest compared entry with this formula, charge and spin in kcal per mole: 49.4
Calculated total energy in hartree: -343.12275

Geometry (Å):
O 0.6497 -0.9915 1.7322
N 0.1993 1.4819 2.2368
N -0.1281 1.0380 0.9737
C 0.2057 -0.1986 0.7423
C -1.3893 -0.0147 -1.1727
C -0.0838 -0.8460 -0.5574
C 1.0696 -0.6951 -1.5348
H -1.2030 1.0321 -1.4234
H -0.3286 -1.9010 -0.3991
H 1.9600 -1.2243 -1.1772
H 0.7467 -0.3936 2.4980
H -0.6708 1.6905 2.7349
H 0.6598 2.3942 2.1548
H 0.8067 -1.0989 -2.5189
H 1.3445 0.3558 -1.6718
H -1.6004 -0.5093 -2.1240
H -2.2378 -0.1197 -0.4936

---

(3)
Below is the molecule C6H12O, with properties calculated with the ωB97M-V functional and the def2-TZVPD basis.

Results
Structure (SMILES): C[C@@H]1C[C@@H]1[C@@H](C)O
HOMO in eV: -10.1
ΔE to the lowest compared entry with this formula, charge and spin in kcal per mole: 22.8
Calculated total energy in hartree: -311.02288

Geometry (Å):
O 1.2280 1.6473 0.5876
C 1.0855 -1.0530 -1.6322
C -0.9570 -1.3692 -0.0267
C -1.0712 1.8853 1.0589
C 0.5251 -1.4247 -0.2722
C -0.0518 -0.3878 0.6615
C -0.0405 1.0777 0.2900
H 1.0517 -2.2397 0.2219
H -0.8907 1.7977 2.1356
H -1.4262 -2.1508 0.5637
H -0.2521 1.1763 -0.7882
H -1.5778 -0.9936 -0.8386
H 1.9930 -0.4404 -1.5573
H 1.8975 1.0247 0.2764
H -2.0823 1.5278 0.8390
H 0.3572 -0.4923 -2.2275
H 1.3448 -1.9529 -2.1986
H 0.1292 -0.5528 1.7235
H -1.0010 2.9428 0.7857

---

(4)
Below is the molecule C23H28N2O4, with properties calculated with the ωB97M-V functional and the def2-TZVPD basis.

Results
Structure (SMILES): Cc1ccc(C)c(OCCC(=O)OCC(=O)N2CCN(c3ccccc3)CC2)c1
HOMO in eV: -7.8
ΔE to the lowest compared entry with this formula, charge and spin in kcal per mole: 47.4
Calculated total energy in hartree: -1303.72877

Geometry (Å):
O -1.2604 3.0296 0.7658
O -0.7178 1.6367 -0.8945
O -0.4199 0.8330 2.0010
O -4.4880 0.4699 -1.5094
N 1.7235 1.1253 1.3844
N 3.1311 -0.2239 -0.6841
C 2.0989 -0.8840 0.0842
C -4.0910 -2.8494 0.9420
C -6.7225 -1.0447 -1.1176
C -5.2980 -2.5246 0.3429
C 1.9865 -0.3007 1.5017
C 2.7779 1.7923 0.6536
C 6.6997 -0.5848 -1.5216
C -1.5572 2.2306 -0.2634
C -4.2898 -0.6187 -0.6955
C 0.4509 1.5439 1.5380
C 2.8584 1.1945 -0.7664
C 7.1052 -1.5904 -0.6598
C -5.4228 -1.4160 -0.4733
C 6.1773 -2.1416 0.2044
C -3.0431 2.1863 -0.5101
C 4.8709 -1.6893 0.2257
C 0.1066 2.9944 1.1517
C -2.9728 -2.0642 0.7229
C 5.3961 -0.1340 -1.5131
C 4.4494 -0.6672 -0.6300
C -3.0814 -0.9522 -0.1058
C -1.6501 -2.3673 1.3581
C -3.4145 1.3462 -1.7435
H -7.5026 -1.7530 -0.8512
H 1.1626 -0.7599 2.0472
H 2.2778 -1.9578 0.1113
H 4.1860 -2.1424 0.9250
H -3.4960 1.7428 0.3809
H 0.1921 3.6492 2.0201
H -3.7592 1.9899 -2.5566
H -6.6119 -1.0251 -2.2007
H -3.4146 3.2087 -0.5830
H 3.6314 1.7066 -1.3351
H 8.1255 -1.9417 -0.6675
H 1.8931 1.3326 -1.2649
H -1.2314 -1.4572 1.7838
H -0.9504 -2.7449 0.6116
H -1.7548 -3.1138 2.1414
H 6.4715 -2.9304 0.8819
H 0.7151 3.3633 0.3232
H 7.4048 -0.1518 -2.2164
H -7.0248 -0.0461 -0.8050
H 1.1475 -0.7073 -0.4298
H -2.1975 -0.3562 -0.2633
H 2.9190 -0.4376 2.0562
H -2.5291 0.7977 -2.0906
H 3.7213 1.5953 1.1763
H 2.6269 2.8690 0.6248
H -6.1652 -3.1449 0.5202
H 5.1044 0.6268 -2.2211
H -4.0261 -3.7154 1.5845

---

(5)
Below is a cluster of 2 separate species, C3H12NO in total in a non-equilibrium geometry, with properties calculated with the ωB97M-V functional and the def2-TZVPD basis.

Results
Charge: +1
HOMO in eV: -15.2
ΔE to the lowest compared entry with this formula, charge and spin in kcal per mole: 15.7
Calculated total energy in hartree: -251.24532

Geometry (Å):
O 1.1610 0.4027 0.6360
N -1.1603 1.6745 0.3087
C -2.1449 0.7013 -0.3068
C 1.2160 -1.9333 -0.0529
C 1.6763 -0.5329 -0.3377
H -0.2904 1.0987 0.5080
H -1.6180 0.1745 -1.1171
H -2.3808 -0.0483 0.4466
H 1.7330 -2.3540 0.7986
H 1.4027 -2.5978 -0.8955
H -1.5574 2.1075 1.1407
H -0.9026 2.3442 -0.4174
H 0.1435 -1.9603 0.1625
H 1.3346 -0.1467 -1.2990
H 1.6323 0.3012 1.4694
H -3.0051 1.2217 -0.7111
H 2.7602 -0.4529 -0.3330

---

(6)
Below is a structure of composition C26H40BN9OPt in a non-equilibrium geometry, with properties calculated with the ωB97M-V functional and the def2-TZVPD basis.

Results
Charge: +1
<S²>: 0.86
HOMO (alpha / beta) in eV: -11.5 / -11.5
Calculated total energy in hartree: -1726.75201
Spin multiplicity: 2

Geometry (Å):
Pt -0.0557 -0.3596 -0.4221
O -1.9181 0.8163 0.8693
N 0.9262 -2.1980 1.8235
N 2.8414 -1.3386 0.4046
N -3.2504 2.4186 1.7589
N 2.1364 -0.9213 -0.6598
N 2.7392 -1.2230 4.1628
N 1.7884 0.2020 1.9824
N 0.9793 0.8122 1.1096
N -0.0781 -2.1362 0.9378
N 3.0616 -1.7053 2.9467
C -5.2820 0.5454 1.2122
C 2.4657 -0.1848 -2.9735
C 3.2593 -1.6180 6.5189
C 3.4118 -1.8984 5.0691
C -0.4946 -3.8196 2.3138
C -1.1805 -1.0459 -3.2041
C -2.9210 1.1100 1.4966
C -3.9717 0.1236 1.9272
C 4.1352 -1.4228 0.0473
C 1.0442 2.1233 1.2892
C -2.1791 -3.3559 0.4061
C -0.6713 -2.4480 -2.8349
C -2.4335 -1.1543 -4.0871
C -3.5265 3.2250 0.5808
C -0.9569 -3.0976 1.2097
C 0.6889 -3.2143 2.6703
C -4.9097 2.8411 0.0350
C 4.2002 -2.8800 4.4302
C 2.3897 1.1417 2.7309
C 0.2845 3.0560 0.4233
C 3.9387 -2.7318 3.0924
C -5.1061 1.3218 -0.1102
C -1.5228 -0.2223 -1.9764
C 2.9602 -0.7270 -1.6839
C 1.9394 2.3803 2.3320
C 4.2569 -1.0643 -1.2780
B 2.1815 -1.2802 1.8066
H 2.4619 -0.9487 -3.7501
H 3.0958 0.6376 -3.3069
H -6.0096 1.1715 -0.7059
H -2.4269 -0.6135 -1.4949
H -2.8276 -0.1685 -4.3214
H -0.6241 3.3846 0.9273
H -2.9984 -3.6686 1.0507
H 4.8574 -3.5796 4.9009
H -5.0480 3.3126 -0.9398
H -0.9694 -4.6583 2.7763
H -4.2748 0.9027 -0.6788
H -4.1062 0.1403 3.0094
H -5.9013 1.1474 1.8782
H -1.6712 0.8302 -2.2394
H 3.0827 0.8666 3.4968
H 0.8851 3.9307 0.1762
H -1.9946 -4.1635 -0.3034
H 0.0016 2.5261 -0.4933
H 4.2288 -1.5881 7.0106
H -2.4647 -2.4649 -0.1487
H -4.0001 2.5183 2.4342
H -5.6825 3.2346 0.6986
H 1.3502 -3.4622 3.4714
H 4.3045 -3.2866 2.2509
H 2.7484 -0.6685 6.6563
H -0.4132 -0.5237 -3.7861
H -5.8432 -0.3626 0.9997
H -3.2033 -1.7336 -3.5831
H -1.5037 -3.0870 -2.5509
H -0.1660 -2.9046 -3.6810
H -2.7549 3.0133 -0.1583
H 0.0376 -2.4010 -1.9987
H -3.6670 -0.8805 1.6324
H 4.8967 -1.7052 0.7431
H -2.1848 -1.6434 -5.0242
H -3.4878 4.2833 0.8431
H 2.6671 -2.4038 6.9883
H 1.4509 0.1879 -2.8198
H 5.1521 -1.0296 -1.8646
H 2.2216 3.3382 2.7150

---

Question: The lowest calculated total energy belongs to which entry?
Answer: C26H40BN9OPt